(1)
# C44H68Cl4O30

A 12-piece molecular cluster, C44H68Cl4O30 overall at a distorted geometry (wB97M-V/def2-TZVPD, the Open Molecules 2025 dataset).

Structure (ORCA input):
```
! RIJCOSX wB97M-V def2-TZVPD def2/J DEFGRID3
* xyz 0 1
C -3.84 -4.47 -1.48
C -2.83 -5.42 -0.73
C -3.41 -6.70 -0.25
O -2.91 -7.64 -1.14
C -1.81 -7.15 -1.74
O -0.98 -7.82 -2.42
O -1.76 -5.78 -1.58
H -3.45 -3.46 -1.49
H -4.78 -4.48 -0.93
H -4.01 -4.82 -2.50
H -2.33 -4.91 0.09
H -4.49 -6.64 -0.38
H -3.13 -6.99 0.76
C 1.04 2.06 0.10
C 0.60 0.92 -0.83
C 1.18 -0.44 -0.66
O 0.08 -1.32 -0.50
C -1.04 -0.57 -0.58
O -2.13 -1.15 -0.38
O -0.78 0.74 -0.74
H 2.09 2.06 0.37
H 0.41 2.04 1.00
H 0.82 3.05 -0.29
H 0.84 1.18 -1.86
H 1.85 -0.46 0.20
H 1.68 -0.73 -1.58
C 5.10 6.07 4.79
C 4.50 4.68 4.90
C 3.24 4.60 5.84
O 2.32 3.99 4.96
C 2.81 3.83 3.75
O 2.21 3.25 2.87
O 3.99 4.35 3.64
H 5.66 6.43 5.66
H 4.37 6.85 4.59
H 5.84 6.13 3.99
H 5.23 3.91 5.16
H 2.94 5.59 6.18
H 3.37 4.00 6.74
C 1.57 0.84 -6.05
C 2.48 0.44 -4.88
C 3.95 0.38 -5.27
O 4.62 1.08 -4.25
C 3.77 1.40 -3.32
O 4.05 1.80 -2.18
O 2.49 1.29 -3.77
H 0.53 0.76 -5.73
H 1.62 0.28 -6.98
H 1.69 1.89 -6.31
H 2.17 -0.54 -4.52
H 4.14 0.84 -6.25
H 4.18 -0.68 -5.41
C 0.34 -3.94 0.92
C 0.61 -5.41 1.19
C 1.52 -5.59 2.39
O 0.79 -6.62 3.03
C -0.43 -6.90 2.50
O -1.29 -7.60 2.97
O -0.62 -6.06 1.49
H 1.24 -3.47 0.53
H -0.10 -3.37 1.74
H -0.40 -3.88 0.13
H 1.00 -5.78 0.24
H 1.70 -4.78 3.09
H 2.49 -6.02 2.14
C 4.28 0.68 1.96
C 5.15 0.28 3.22
C 6.17 1.36 3.68
O 5.98 1.44 5.06
C 4.92 0.65 5.43
O 4.54 0.48 6.56
O 4.28 0.15 4.34
H 3.54 1.46 2.14
H 3.67 -0.15 1.60
H 4.87 0.92 1.08
H 5.62 -0.69 3.09
H 6.02 2.34 3.22
H 7.22 1.10 3.52
C -5.56 -0.30 3.01
C -4.20 -0.79 2.51
C -3.18 -0.96 3.64
O -2.57 -2.21 3.49
C -3.33 -2.93 2.67
O -3.27 -4.15 2.51
O -4.39 -2.12 2.15
H -5.55 0.73 3.37
H -5.83 -0.98 3.82
H -6.35 -0.45 2.27
H -3.84 -0.20 1.67
H -3.49 -0.71 4.65
H -2.46 -0.21 3.31
C -1.33 6.17 -0.68
C -1.67 5.59 0.73
C -3.11 5.71 0.98
O -3.56 4.42 1.32
C -2.50 3.50 1.09
O -2.56 2.29 1.26
O -1.45 4.19 0.58
H -1.66 7.19 -0.86
H -1.67 5.68 -1.59
H -0.26 6.08 -0.83
H -1.04 5.96 1.54
H -3.67 6.09 0.12
H -3.39 6.44 1.74
C 1.17 -2.77 -4.05
C 0.73 -4.12 -3.46
C 1.13 -5.42 -4.25
O 1.89 -6.15 -3.27
C 2.11 -5.42 -2.22
O 2.78 -5.88 -1.32
O 1.48 -4.18 -2.31
H 0.53 -2.56 -4.91
H 2.20 -2.81 -4.42
H 1.16 -1.97 -3.31
H -0.33 -4.14 -3.22
H 1.73 -5.11 -5.11
H 0.23 -5.96 -4.56
C -5.48 0.94 -0.34
C -6.50 0.15 -1.21
C -5.99 -0.43 -2.51
O -6.34 -1.79 -2.40
C -6.79 -2.07 -1.13
O -7.15 -3.12 -0.69
O -6.83 -0.93 -0.42
H -5.93 1.03 0.65
H -5.41 1.95 -0.76
H -4.51 0.45 -0.37
H -7.40 0.74 -1.39
H -4.91 -0.26 -2.57
H -6.38 0.14 -3.36
Cl 6.01 4.71 0.77
C 4.29 5.06 0.51
C 3.89 5.35 -0.90
Cl 2.20 5.88 -1.24
H 4.19 5.98 1.08
H 3.70 4.27 0.99
H 4.16 4.61 -1.65
H 4.44 6.23 -1.25
Cl -0.50 3.64 -3.32
C -1.46 2.16 -3.56
C -2.81 2.22 -2.77
Cl -3.97 3.39 -3.43
H -0.79 1.33 -3.37
H -1.65 2.09 -4.64
H -2.71 2.33 -1.69
H -3.21 1.22 -2.94
*
```

Properties
- HOMO-LUMO gap (eV) = 10.0
- total energy (Eh) = -5815.4294
- HOMO (eV) = -10.17
- F_max (eV/Å) = 4.936
- SMILES = C[C@H]1COC(=O)O1.C[C@H]1COC(=O)O1.C[C@H]1COC(=O)O1.C[C@H]1COC(=O)O1.C[C@H]1COC(=O)O1.C[C@H]1COC(=O)O1.C[C@H]1COC(=O)O1.C[C@H]1COC(=O)O1.C[C@H]1COC(=O)O1.C[C@H]1COC(=O)O1.ClCCCl.ClCCCl

---

(2)
# C56H100Cl3N16O8

A 15-piece molecular cluster, C56H100Cl3N16O8 overall at a distorted geometry (wB97M-V/def2-TZVPD, the Open Molecules 2025 dataset).

Structure (ORCA input):
```
! RIJCOSX wB97M-V def2-TZVPD def2/J DEFGRID3
* xyz 1 1
C 1.44 28.76 14.68
C 0.19 28.07 15.25
N 0.46 27.28 16.41
C 0.84 27.80 17.59
C 0.89 26.78 18.50
N 0.55 25.60 17.85
C 0.33 25.93 16.52
C 0.61 24.30 18.50
H 1.93 29.48 15.33
H 1.31 29.35 13.77
H 2.21 28.03 14.46
H -0.24 27.32 14.59
H -0.46 28.91 15.46
H 1.00 28.84 17.82
H 1.17 26.83 19.54
H -0.11 25.26 15.81
H -0.16 24.21 19.27
H 1.56 24.21 19.02
H 0.43 23.54 17.74
C -4.71 28.69 17.53
C -3.26 29.05 17.82
N -2.73 28.32 18.96
C -1.68 28.72 19.84
C -1.38 27.70 20.79
N -2.39 26.72 20.53
C -3.21 27.12 19.40
C -2.53 25.46 21.08
H -5.12 29.44 16.86
H -5.40 28.85 18.36
H -4.77 27.78 16.93
H -3.20 30.12 18.03
H -2.66 28.87 16.93
H -1.25 29.71 19.77
H -0.61 27.53 21.54
H -3.92 26.53 18.85
H -1.72 25.30 21.79
H -2.51 24.67 20.33
H -3.43 25.35 21.68
C -7.69 23.47 12.57
C -8.41 23.17 13.95
N -8.10 24.19 14.97
C -7.75 23.91 16.24
C -7.48 25.14 16.90
N -7.79 26.14 15.95
C -8.18 25.53 14.80
C -7.66 27.55 16.13
H -7.84 22.69 11.83
H -6.60 23.50 12.58
H -8.05 24.42 12.17
H -8.06 22.19 14.26
H -9.49 23.15 13.85
H -7.85 22.91 16.64
H -7.18 25.31 17.92
H -8.37 25.94 13.83
H -8.48 28.19 15.79
H -6.76 27.93 15.64
H -7.68 27.81 17.18
C -4.43 22.91 9.65
C -3.75 24.28 9.68
N -3.70 24.79 10.97
C -2.67 24.58 11.90
C -2.97 25.28 13.06
N -4.14 26.06 12.80
C -4.46 25.84 11.43
C -4.68 26.93 13.82
H -3.98 22.31 8.86
H -5.52 22.95 9.59
H -4.24 22.35 10.56
H -4.35 24.97 9.10
H -2.77 24.32 9.21
H -1.75 24.03 11.72
H -2.42 25.34 13.98
H -5.24 26.38 10.92
H -4.13 26.80 14.75
H -5.69 26.67 14.15
H -4.55 27.94 13.45
C -4.80 32.68 19.09
C -3.87 33.07 20.24
N -4.05 34.47 20.57
C -3.67 35.50 19.83
C -3.91 36.69 20.57
N -4.57 36.26 21.72
C -4.65 34.92 21.76
C -4.94 37.05 22.84
H -4.35 32.90 18.13
H -5.80 33.12 19.09
H -4.87 31.59 19.16
H -2.81 33.05 19.96
H -3.96 32.47 21.14
H -3.15 35.44 18.89
H -3.54 37.68 20.37
H -5.13 34.37 22.56
H -6.03 37.13 22.87
H -4.48 38.04 22.85
H -4.58 36.54 23.74
C -0.93 18.97 17.89
C -1.07 20.45 17.78
N -1.81 21.00 18.95
C -1.31 21.44 20.16
C -2.43 21.82 20.87
N -3.58 21.53 20.17
C -3.20 21.12 18.95
C -4.89 21.96 20.55
H -0.10 18.64 17.25
H -1.86 18.43 17.68
H -0.80 18.65 18.92
H -1.53 20.82 16.86
H -0.09 20.90 17.89
H -0.26 21.40 20.41
H -2.53 22.23 21.87
H -3.85 20.85 18.13
H -5.67 21.52 19.94
H -4.96 23.04 20.67
H -5.18 21.63 21.55
C 2.35 29.28 21.02
C 3.83 29.00 21.48
N 4.70 30.14 21.30
C 4.71 31.29 22.15
C 5.69 32.18 21.67
N 6.24 31.57 20.50
C 5.74 30.29 20.38
C 7.30 32.17 19.69
H 1.74 28.38 21.15
H 2.29 29.49 19.96
H 1.88 30.12 21.55
H 4.29 28.12 21.04
H 3.96 28.63 22.50
H 3.96 31.32 22.93
H 5.95 33.12 22.12
H 6.01 29.57 19.63
H 8.08 31.45 19.42
H 7.64 33.06 20.22
H 6.78 32.40 18.76
C -5.65 27.77 26.82
C -5.01 26.82 25.78
N -4.52 27.60 24.66
C -3.57 28.63 24.75
C -3.55 29.27 23.53
N -4.51 28.73 22.68
C -5.10 27.64 23.41
C -4.89 29.20 21.39
H -6.62 28.04 26.42
H -5.11 28.69 27.05
H -5.78 27.16 27.71
H -5.70 26.04 25.45
H -4.19 26.29 26.26
H -3.06 28.96 25.65
H -3.03 30.17 23.23
H -5.96 27.03 23.17
H -5.84 29.72 21.42
H -5.04 28.27 20.83
H -4.06 29.82 21.05
C -5.55 31.16 14.41
C -4.26 31.88 14.90
O -3.21 31.15 14.97
O -4.19 33.10 15.09
H -5.49 31.34 13.34
H -6.49 31.53 14.84
H -5.61 30.11 14.68
C -4.11 24.15 17.62
C -2.87 24.48 16.80
O -2.71 25.66 16.39
O -2.14 23.51 16.45
H -4.94 24.75 17.24
H -4.07 24.36 18.69
H -4.43 23.11 17.62
C 1.85 24.00 22.99
C 1.79 25.22 22.07
O 2.74 25.46 21.26
O 0.69 25.77 22.03
H 1.66 24.18 24.05
H 2.83 23.51 23.01
H 1.20 23.14 22.83
C -2.13 24.00 24.30
C -3.33 23.20 24.74
O -4.13 23.69 25.56
O -3.50 22.08 24.23
H -2.22 25.07 24.48
H -1.96 23.84 23.23
H -1.29 23.57 24.85
Cl -7.83 30.51 18.45
Cl -1.15 31.66 21.96
Cl -6.26 25.72 20.49
*
```

Properties
- HOMO-LUMO gap (eV) = 4.7
- total energy (Eh) = -5051.9387
- HOMO (eV) = -7.52
- F_max (eV/Å) = 5.936
- energy relative to the best compared isomer or geometry (same formula, charge and spin) (eV) = 5.761

---

(3)
# C2H4Cl2O

A 2-piece molecular cluster, C2H4Cl2O overall at a distorted geometry (wB97M-V/def2-TZVPD, the Open Molecules 2025 dataset).

Structure (ORCA input):
```
! RIJCOSX wB97M-V def2-TZVPD def2/J DEFGRID3
* xyz 0 3
C -1.06 1.14 0.17
C 0.82 -0.63 0.23
O 1.77 -0.45 -0.70
Cl -2.39 0.09 -0.12
Cl -0.12 -2.06 0.20
H -1.05 1.61 1.13
H -0.74 1.68 -0.70
H 1.10 -0.27 1.21
H 1.68 -1.10 -1.41
*
```

Properties
- <S²> = 2.0074
- HOMO-LUMO gap (alpha / beta) (eV) = 7.3 / 10.3
- total energy (Eh) = -1074.0664
- HOMO (alpha / beta) (eV) = -6.54 / -10.99
- F_max (eV/Å) = 1.974
- energy relative to the best compared isomer or geometry (same formula, charge and spin) (eV) = 0.000

---

(4)
# C10H17F6O3PRhSb

C10H17F6O3PRhSb as an isolated structure at a distorted geometry (wB97M-V/def2-TZVPD, the Open Molecules 2025 dataset).

Structure (ORCA input):
```
! RIJCOSX wB97M-V def2-TZVPD def2/J DEFGRID3
* xyz 3 6
Rh -0.45 0.52 0.50
C -2.76 -2.39 2.45
C -2.76 -1.13 1.72
C -1.97 0.00 2.15
C -2.21 1.27 1.60
C -3.13 1.40 0.49
C -3.82 0.29 0.01
C -3.65 -0.95 0.61
H -2.77 -3.25 1.77
H -3.73 -2.51 2.98
H -1.98 -2.48 3.20
H -1.41 -0.09 3.08
H -1.90 2.17 2.13
H -3.31 2.38 0.06
H -4.53 0.41 -0.80
H -4.23 -1.80 0.26
F -0.54 -0.91 -1.05
Sb -0.26 0.10 -2.98
F 0.67 -1.49 -3.20
F -2.11 -0.17 -3.02
F -0.12 1.15 -4.48
F -0.72 1.48 -1.55
F 1.51 0.75 -2.38
C 4.54 -0.02 -1.76
O 3.67 0.12 -0.59
P 2.13 0.08 -0.41
O 1.83 -0.60 1.01
C 2.48 -1.81 1.52
O 1.62 1.54 0.11
C 1.87 2.85 -0.49
H 5.54 0.21 -1.40
H 4.26 0.67 -2.55
H 4.52 -1.04 -2.13
H 2.36 -1.79 2.60
H 3.54 -1.79 1.27
H 2.02 -2.71 1.11
H 1.31 2.99 -1.41
H 2.94 2.96 -0.69
H 1.57 3.59 0.25
*
```

Properties
- <S²> = 8.7746
- HOMO-LUMO gap (alpha / beta) (eV) = 8.9 / 7.2
- total energy (Eh) = -1907.1214
- HOMO (alpha / beta) (eV) = -20.07 / -21.76
- F_max (eV/Å) = 2.387
- energy relative to the best compared isomer or geometry (same formula, charge and spin) (eV) = 0.945

---

(5)
# C5H12NP

An isolated molecule of C5H12NP at a distorted geometry (wB97M-V/def2-TZVPD, the Open Molecules 2025 dataset).

Structure (ORCA input):
```
! RIJCOSX wB97M-V def2-TZVPD def2/J DEFGRID3
* xyz 0 1
C 0.78 1.27 -0.84
C 0.65 0.09 0.12
C -0.61 0.04 0.92
N -1.82 0.84 0.59
P -2.93 0.10 -0.41
C 1.00 -1.24 -0.55
C 1.85 -0.61 0.63
H 0.50 2.21 -0.40
H 0.19 1.11 -1.76
H 1.88 1.35 -1.16
H -1.07 -1.03 0.94
H -0.23 0.30 1.88
H -1.60 1.76 0.24
H -2.07 -0.90 -1.14
H -3.27 -1.01 0.62
H 1.60 -1.26 -1.46
H 0.45 -2.15 -0.29
H 1.92 -0.83 1.67
H 2.78 -0.06 0.43
*
```

Properties
- HOMO-LUMO gap (eV) = 10.2
- total energy (Eh) = -593.7279
- HOMO (eV) = -9.31
- F_max (eV/Å) = 3.286
- SMILES = CC1(CNP)CC1
- energy relative to the best compared isomer or geometry (same formula, charge and spin) (eV) = 1.872

---

Among the records above, which one has the highest total energy?
C5H12NP